Entry 1:
The molecule C17H21N3O7 in a non-equilibrium geometry. Source: the OMol25 dataset; level of theory: ωB97M-V/def2-TZVPD.

- Highest occupied orbital energy: -8.527 eV
- Largest force on an atom: 13.645 eV/Å
- Electronic energy: -36751.1965 eV

```
48
C17H21N3O7 (ωB97M-V/def2-TZVPD)
O -1.748 -1.002 0.971
C -1.029 0.027 0.878
O -1.598 1.319 1.111
C -3.113 1.151 1.170
C -3.788 0.756 -0.051
O -2.975 0.959 -1.295
N -5.068 0.629 -0.423
C -5.911 0.313 0.738
C -6.207 -1.332 0.709
O -6.716 -1.532 -0.367
C -5.838 -1.399 -1.586
C -5.486 -0.051 -1.546
C 0.261 0.265 0.695
C 0.765 1.461 0.736
C 2.325 1.384 0.377
C 3.123 0.328 0.057
N 4.348 0.203 -0.326
C 5.171 1.743 -0.176
C 6.579 1.111 0.359
O 7.149 0.403 -0.702
C 6.333 -0.903 -0.939
C 4.931 -0.641 -1.303
C 2.394 -0.762 0.073
N 3.021 -2.093 0.422
O 4.398 -2.145 0.964
O 2.654 -3.306 0.260
C 0.967 -0.952 0.724
H -3.451 0.225 1.747
H -3.550 2.081 1.587
H -5.636 0.933 1.716
H -6.988 0.977 0.403
H -7.036 -1.374 1.482
H -5.415 -1.583 1.229
H -6.373 -1.801 -2.236
H -4.919 -1.879 -1.158
H -4.799 0.227 -2.279
H -6.330 0.768 -1.913
H 0.220 2.247 0.603
H 2.641 2.289 0.082
H 4.628 2.170 0.751
H 5.082 2.281 -0.986
H 7.197 2.041 0.634
H 6.459 0.693 1.281
H 6.903 -1.444 -1.543
H 6.330 -1.423 -0.038
H 4.321 -1.473 -1.433
H 5.075 0.221 -2.204
H 0.700 -2.113 0.742
```

***

Entry 2:
A structure of composition C4H7NO2 in a non-equilibrium geometry. Source: the OMol25 dataset; level of theory: ωB97M-V/def2-TZVPD.

- Highest occupied orbital energy: -8.512 eV
- Largest force on an atom: 3.658 eV/Å
- Electronic energy: -9840.9263 eV

```
14
C4H7NO2 (ωB97M-V/def2-TZVPD)
C -1.323 -0.738 -0.967
C -0.397 -0.243 -0.131
N -0.699 0.440 1.074
O -2.016 0.937 0.941
C 1.066 -0.452 -0.295
C 1.990 0.676 -0.155
O 1.936 -0.353 0.820
H -2.374 -0.489 -0.864
H -1.017 -1.473 -1.694
H -0.769 -0.781 1.081
H -2.180 1.386 1.783
H 1.296 -1.254 -0.990
H 2.886 0.702 -0.773
H 1.602 1.641 0.172
```

***

Entry 3:
A cluster of 12 separate species, C3H30NO12S in total in a non-equilibrium geometry. Source: the OMol25 dataset; level of theory: ωB97M-V/def2-TZVPD.

- Highest occupied orbital energy (alpha / beta): -9.852 / -9.699 eV
- 2S+1: 2
- Largest force on an atom: 2.886 eV/Å
- Expectation value of S²: 0.7564
- Electronic energy: -40489.7190 eV

```
47
C3H30NO12S (ωB97M-V/def2-TZVPD)
C -1.434 -0.178 1.706
C -1.942 0.924 2.708
S -2.626 2.533 2.176
N -0.108 0.176 1.325
C 0.773 -0.979 0.900
O 0.683 -1.097 -0.454
H -2.161 -0.371 0.916
H -1.384 -1.096 2.304
H -2.711 0.552 3.378
H -1.050 1.165 3.262
H -3.383 2.054 1.226
H -0.039 0.909 0.611
H 0.334 -1.860 1.390
H 1.747 -0.723 1.354
H 0.487 0.464 -3.062
H 0.543 0.241 -1.455
O 0.721 0.852 -2.214
H 3.281 -1.672 -0.053
H 2.254 -0.989 -0.958
O 3.239 -1.084 -0.805
H 2.055 0.701 3.681
H 0.800 1.158 2.956
O 1.254 1.219 3.807
H 1.770 -3.640 -1.384
H 0.592 -2.728 -0.834
O 0.951 -3.640 -0.891
H 4.334 1.333 -0.548
H 3.171 1.226 -1.782
O 3.697 1.702 -1.138
H -3.892 -2.171 1.583
H -3.553 -1.748 0.175
O -4.275 -1.764 0.787
H -0.775 -1.168 -1.098
H -2.287 -1.677 -0.870
O -1.687 -1.268 -1.506
H -1.751 -3.362 -1.679
H -1.918 -4.564 -0.868
O -2.332 -3.706 -0.991
H 2.122 3.880 -2.636
H 1.246 2.573 -2.522
O 1.798 3.112 -3.123
H -2.049 0.471 -1.594
H -1.182 1.735 -1.436
O -1.950 1.291 -1.044
H 2.689 4.075 -0.947
H 2.010 3.121 -0.006
O 1.941 4.018 -0.348
```

***

Entry 4:
A cluster of 3 separate species, C3H10O3S in total in a non-equilibrium geometry. Source: the OMol25 dataset; level of theory: ωB97M-V/def2-TZVPD.

- Highest occupied orbital energy: -9.206 eV
- Largest force on an atom: 1.311 eV/Å
- Electronic energy: -20250.1551 eV

```
17
C3H10O3S (ωB97M-V/def2-TZVPD)
O -0.612 -0.081 -2.086
C -0.906 0.111 -0.936
C 0.120 0.215 0.153
C 1.321 -0.679 -0.097
S 2.519 -0.602 1.337
H -1.960 0.283 -0.638
H -0.300 -0.009 1.136
H 0.523 1.224 0.304
H 1.082 -1.740 -0.173
H 1.906 -0.350 -0.944
H 3.294 0.317 0.773
O -1.283 -3.504 2.460
H -0.370 -3.404 2.737
H -1.793 -3.578 3.274
O -2.977 4.760 -2.385
H -2.072 5.050 -2.515
H -3.443 5.048 -3.176
```

***

Entry 5:
A structure of composition C33H32AsN7O6S2Tl in a non-equilibrium geometry. Source: the OMol25 dataset; level of theory: ωB97M-V/def2-TZVPD.

- Highest occupied orbital energy: -4.547 eV
- Total charge: -1
- Largest force on an atom: 2.357 eV/Å
- Electronic energy: -144661.7649 eV

```
82
C33H32AsN7O6S2Tl (ωB97M-V/def2-TZVPD)
Tl 0.138 0.573 0.639
C 0.171 2.900 -2.184
N -0.855 2.705 -1.171
C -1.039 3.901 -0.356
C -1.916 3.625 0.838
C -3.257 3.987 0.867
C -4.030 3.616 1.956
C -3.439 2.904 2.985
C -2.083 2.619 2.890
N -1.334 2.974 1.851
C -2.110 2.223 -1.742
C -1.973 0.830 -2.304
C -2.149 0.560 -3.652
C -1.945 -0.734 -4.106
C -1.569 -1.710 -3.201
C -1.434 -1.355 -1.866
N -1.654 -0.118 -1.423
C 1.591 2.958 -1.641
C 2.629 3.256 -2.513
C 3.930 3.177 -2.055
C 4.158 2.828 -0.734
C 3.063 2.585 0.073
N 1.805 2.658 -0.362
H -0.024 3.805 -2.784
H 0.150 2.046 -2.869
H -1.455 4.731 -0.955
H -0.057 4.185 0.017
H -3.689 4.536 0.039
H -5.084 3.865 1.991
H -4.011 2.561 3.837
H -1.579 2.069 3.678
H -2.486 2.908 -2.520
H -2.844 2.181 -0.937
H -2.409 1.357 -4.339
H -2.045 -0.965 -5.159
H -1.348 -2.720 -3.519
H -1.086 -2.065 -1.118
H 2.414 3.482 -3.551
H 4.758 3.348 -2.731
H 5.161 2.719 -0.344
H 3.189 2.293 1.110
O 1.785 -3.781 0.771
As 1.531 -2.192 -0.093
O 2.617 -1.214 0.662
O -0.085 -1.848 0.073
C 1.743 -2.905 -1.912
C 1.557 -4.277 -2.080
C 1.530 -4.834 -3.351
C 1.669 -4.031 -4.474
C 1.837 -2.664 -4.325
C 1.883 -2.107 -3.055
S 2.091 -0.342 -2.903
O 1.410 0.257 -4.042
O 3.518 -0.110 -2.860
O 1.406 -0.091 -1.623
H 2.468 -3.532 1.407
H 1.428 -4.895 -1.204
H 1.382 -5.902 -3.464
H 1.634 -4.471 -5.464
H 1.929 -2.006 -5.181
C -3.175 -3.178 1.562
N -1.991 -2.960 2.364
C -0.946 -3.862 2.496
C 0.008 -3.271 3.214
N -0.445 -1.988 3.519
C -1.707 -1.790 3.003
S -2.754 -0.489 3.201
C 0.350 -1.043 4.205
C 1.156 -1.485 5.250
C 1.933 -0.553 5.911
C 1.875 0.776 5.520
C 1.035 1.105 4.469
N 0.286 0.216 3.824
H -3.522 -4.201 1.699
H -2.960 -2.999 0.508
H -3.936 -2.477 1.893
H -0.966 -4.833 2.033
H 1.012 -3.589 3.427
H 1.160 -2.527 5.540
H 2.571 -0.860 6.730
H 2.471 1.533 6.012
H 0.959 2.126 4.104
```

***

Entry 6:
A structure of composition C48H43F4N3O4ReSbTe in a non-equilibrium geometry. Source: the OMol25 dataset; level of theory: ωB97M-V/def2-TZVPD.

- Highest occupied orbital energy (alpha / beta): -14.844 / -14.631 eV
- Total charge: +3
- 2S+1: 2
- Largest force on an atom: 1.926 eV/Å
- Expectation value of S²: 0.8337
- Electronic energy: -89939.9028 eV

```
105
C48H43F4N3O4ReSbTe (ωB97M-V/def2-TZVPD)
Re 1.259 0.942 -0.684
C -3.655 -3.561 3.493
C -2.227 -3.955 3.163
N -1.654 -3.120 2.083
C -0.950 -2.048 2.424
C -0.413 -1.146 1.527
C 0.280 0.034 2.111
O 0.371 0.205 3.297
O 0.723 0.912 1.228
C -0.595 -1.355 0.156
O -0.090 -0.627 -0.786
C -1.398 -2.493 -0.223
C -1.681 -2.751 -1.575
C -2.474 -3.794 -1.930
F -2.769 -3.953 -3.231
C -3.026 -4.696 -0.982
C -2.716 -4.456 0.348
C -1.931 -3.361 0.741
N -3.831 -5.765 -1.358
C -4.866 -6.296 -0.488
C -4.627 -7.784 -0.250
N -4.105 -8.401 -1.533
C -4.570 -7.643 -2.744
C -3.943 -6.246 -2.737
H -4.040 -4.206 4.281
H -4.310 -3.644 2.626
H -3.697 -2.532 3.850
H -2.146 -4.999 2.867
H -1.580 -3.827 4.029
H -0.796 -1.872 3.482
H -1.290 -2.100 -2.342
H -3.080 -5.137 1.100
H -5.844 -6.142 -0.954
H -4.899 -5.777 0.465
H -5.547 -8.296 0.026
H -3.878 -7.966 0.519
H -4.393 -9.380 -1.593
H -3.084 -8.398 -1.520
H -5.657 -7.624 -2.707
H -4.270 -8.190 -3.635
H -4.562 -5.602 -3.367
H -2.952 -6.293 -3.184
C 0.264 0.981 -3.883
C 1.055 1.029 -2.644
O 2.278 1.186 -2.501
H 0.848 1.297 -4.745
H -0.632 1.590 -3.762
H -0.071 -0.050 -4.026
Te 3.471 2.073 0.430
C 5.107 1.560 -0.776
C 6.179 2.444 -0.780
C 7.342 2.091 -1.452
C 7.421 0.873 -2.109
C 6.334 0.007 -2.117
C 5.169 0.347 -1.448
C 3.779 0.553 1.854
C 4.321 0.921 3.076
C 4.578 -0.056 4.031
C 4.302 -1.385 3.756
C 3.761 -1.748 2.528
C 3.493 -0.778 1.576
H 6.120 3.394 -0.264
H 8.184 2.769 -1.460
H 8.332 0.595 -2.619
H 6.395 -0.933 -2.648
H 4.326 -0.333 -1.458
H 4.554 1.957 3.292
H 5.000 0.225 4.986
H 4.514 -2.143 4.498
H 3.566 -2.789 2.306
H 3.075 -1.074 0.617
F -4.821 6.951 -2.270
C -3.848 6.145 -1.859
C -2.539 6.476 -2.154
C -1.523 5.641 -1.717
C -1.839 4.499 -0.984
C -3.171 4.170 -0.722
C -4.188 5.002 -1.154
Sb -0.287 3.370 -0.131
C 1.305 4.355 -1.111
C 2.217 5.154 -0.423
C 3.286 5.735 -1.088
C 3.422 5.510 -2.446
F 4.458 6.047 -3.087
C 2.511 4.757 -3.168
C 1.454 4.177 -2.487
C -0.205 4.016 1.848
C 0.853 3.687 2.696
C 0.844 4.104 4.014
C -0.242 4.830 4.470
F -0.260 5.219 5.742
C -1.313 5.157 3.659
C -1.298 4.733 2.341
H -2.328 7.377 -2.714
H -0.498 5.899 -1.939
H -3.427 3.271 -0.175
H -5.228 4.785 -0.957
H 2.082 5.357 0.634
H 4.000 6.368 -0.578
H 2.634 4.651 -4.237
H 0.722 3.608 -3.050
H 1.692 3.103 2.345
H 1.651 3.865 4.692
H -2.137 5.731 4.060
H -2.132 4.989 1.700
```